The following is a quantum chemistry calculation of a structure of composition H19O9 at a distorted geometry, from the OMol25 dataset.

Structure (XYZ):
```
28
Properties=species:S:1:pos:R:3:forces:R:3:mulliken_charge:R:1
O -1.60915 2.99665 -1.47223 -0.32 -0.12 -0.18 -0.6027
O 3.33297 2.22783 1.36095 0.55 -0.38 0.07 -0.6157
H 2.80529 2.96004 1.04568 -0.20 0.05 -0.27 0.2999
O -2.18847 -1.81986 -0.79025 -1.30 -0.01 -0.55 -0.6300
H 1.39681 -0.86022 1.40058 0.30 -0.09 -0.40 0.3012
H -2.85830 -2.09926 -0.14638 0.22 -0.03 0.14 0.3407
H 0.18856 1.45783 0.98158 0.01 0.04 0.06 0.2509
H -3.33437 -0.33396 0.75676 -0.64 -0.22 -0.13 0.3268
H 2.68703 -2.03456 -1.65676 -0.18 0.54 0.66 0.3607
O 2.05277 -1.71401 -2.31214 0.40 -1.06 -1.42 -0.5391
O 1.77501 -0.61991 0.53002 -0.21 0.16 0.52 -0.6408
H -2.75463 -1.50974 -1.52596 0.61 -0.33 0.27 0.2761
O 0.73561 2.23851 0.84753 -0.51 -0.01 -0.22 -0.5667
H -0.83690 -2.27890 0.75446 -0.77 -0.26 0.17 0.3591
H -0.96083 3.52569 -1.00579 0.16 0.16 0.01 0.3055
H 0.89308 -1.19524 -2.10722 -0.34 0.25 2.46 0.4654
H 0.23885 2.94811 1.26094 -0.17 0.15 0.13 0.3199
H 0.56166 -0.56557 -0.48966 0.48 -0.40 -0.37 0.3883
H -1.12925 -2.48178 2.32700 -0.71 -0.28 -0.18 0.2885
H -2.44060 -0.42286 1.87015 -0.08 -0.59 0.55 0.3056
O -3.22709 -0.88786 1.54204 0.46 0.97 -0.10 -0.6364
O -0.50221 -2.24396 1.65323 1.66 0.71 -0.06 -0.6035
H -0.33613 -0.02352 -1.68482 -0.30 -0.10 0.11 0.4340
O 0.06371 -0.83801 -1.33638 0.74 0.84 -1.48 -0.5395
H 2.40095 0.11627 0.66856 -0.22 0.08 0.15 0.3239
H -2.19753 3.62895 -1.91197 0.23 -0.21 0.16 0.3136
H 3.29897 2.32704 2.31417 0.15 -0.06 0.23 0.3224
H 1.94420 -2.49769 -2.87409 -0.02 0.19 -0.33 0.3921
```
Positions in Å, forces in eV/Å.

Output
LUMO level = -3.1761 eV
energy above the lowest of the compared OMol25 structures with the same formula, charge and spin = 253.3 kJ/mol
energy = -688.28026 hartree
net charge = +1
E_HOMO = -14.1 eV
spin multiplicity = 1
gap between HOMO and LUMO = 10.8954 eV